Record 1
This record from the Open Molecules 2025 dataset describes a single C21H19ClF2N6 molecule. The level of theory is ωB97M-V/def2-TZVPD.

Calculated values
gap between HOMO and LUMO	8.1	eV
structure (SMILES)	CCC[C@H](N)c1cccc(-c2cc(Cl)c3cnn(-c4nccc(C(F)F)n4)c3c2)n1
HOMO energy	-8.46	eV
energy relative to the best compared isomer or geometry (same formula, charge and spin)	7.9	kcal per mole

Structure (XYZ):
```
49
C21H19ClF2N6, DFT ωB97M-V/def2-TZVPD
F -5.081 -5.739 -4.357
F -3.653 -5.862 -6.117
Cl 2.356 -3.618 2.376
N -0.007 -5.174 -1.296
N -1.494 -2.471 -3.342
N -2.110 -4.724 -3.212
N 1.324 1.443 0.918
C 0.748 -5.017 -0.226
C -1.375 -3.671 -2.756
C -2.321 -2.327 -4.365
C 0.615 0.753 0.028
C -2.972 -4.600 -4.228
C 1.189 2.750 1.085
C -3.078 -3.374 -4.852
C -0.235 1.488 -0.856
C 0.304 3.475 0.311
C -0.426 2.852 -0.682
C 1.428 -1.433 1.062
C 0.070 -1.555 -0.944
C 1.474 -2.831 1.113
C 0.790 -3.598 0.099
C 0.731 -0.755 0.043
C 0.063 -2.962 -0.864
N -0.480 -3.919 -1.699
N 2.927 4.489 1.716
C -3.754 -5.815 -4.743
C 0.764 5.082 5.459
C 1.763 4.579 4.455
C 1.037 4.080 3.184
C 2.008 3.420 2.167
H 1.287 -5.781 0.295
H -2.349 -1.338 -4.844
H -3.710 -3.191 -5.741
H -0.831 0.943 -1.597
H 0.118 4.529 0.497
H -1.064 3.422 -1.337
H 1.959 -0.885 1.825
H -0.432 -1.034 -1.733
H 2.390 5.283 1.424
H 3.498 4.157 0.945
H -3.272 -6.778 -4.391
H 0.082 5.825 5.032
H 1.296 5.591 6.272
H 0.186 4.249 5.882
H 2.390 3.817 4.915
H 2.448 5.408 4.211
H 0.336 3.327 3.476
H 0.453 4.856 2.745
H 2.609 2.632 2.648
```

Record 2
This record from the Open Molecules 2025 dataset describes a molecular structure, C21H19F10I2N5PdS. The level of theory is ωB97M-V/def2-TZVPD.

Calculated values
gap between HOMO and LUMO (spin up / spin down)	4.6 / 2.6	eV
HOMO energy (spin up / spin down)	-5.94 / -5.92	eV
energy relative to the best compared isomer or geometry (same formula, charge and spin)	61.0	kcal per mole
2S+1	3

Structure (XYZ):
```
59
C21H19F10I2N5PdS, DFT ωB97M-V/def2-TZVPD
Pd 0.896 0.006 -0.757
C -1.907 1.145 1.127
N -1.492 1.136 -0.269
C -1.065 2.460 -0.689
C 0.232 2.921 -0.015
N 1.174 1.862 0.275
C 2.365 2.249 0.755
C 3.330 1.269 1.108
F 3.014 -0.018 0.808
C 4.542 1.511 1.720
F 5.313 0.486 2.081
C 4.928 2.828 1.971
F 6.087 3.116 2.564
C 4.053 3.843 1.594
F 4.386 5.119 1.812
C 2.824 3.578 1.012
F 2.087 4.665 0.713
C -2.572 0.666 -1.131
C -2.884 -0.817 -0.859
N -1.678 -1.418 -0.386
C -1.584 -2.650 0.035
C -2.500 -3.740 -0.101
F -3.661 -3.548 -0.762
C -2.221 -4.983 0.412
F -3.099 -5.981 0.274
C -1.021 -5.231 1.099
F -0.784 -6.444 1.618
C -0.113 -4.195 1.268
F 1.008 -4.410 1.965
C -0.367 -2.948 0.722
F 2.105 -2.336 0.719
H -2.769 1.812 1.275
H -1.082 1.486 1.750
H -2.179 0.140 1.445
H -1.841 3.216 -0.480
H -0.907 2.435 -1.771
H -0.010 3.443 0.923
H 0.688 3.650 -0.697
H -2.247 0.795 -2.169
H -3.490 1.258 -0.982
H -3.278 -1.289 -1.771
H -3.681 -0.906 -0.108
C 3.279 -1.824 -2.099
N 1.929 -2.082 -2.523
C 1.678 -2.836 -3.746
C 0.168 -2.646 -3.961
N -0.195 -1.799 -2.832
C 0.846 -1.476 -2.075
S 0.666 -1.568 0.995
H 3.848 -1.380 -2.920
H 3.775 -2.744 -1.786
H 3.279 -1.119 -1.262
H 1.955 -3.885 -3.618
H 2.275 -2.414 -4.560
H -0.382 -3.589 -3.921
H -0.065 -2.140 -4.902
H -1.111 -1.399 -2.715
I 1.649 1.349 -2.863
I 6.408 0.248 -1.352
```

Record 3
This record from the Open Molecules 2025 dataset describes a single C21H19F3N6O2 molecule. The level of theory is ωB97M-V/def2-TZVPD.

Calculated values
gap between HOMO and LUMO	8.3	eV
structure (SMILES)	Cn1c(=O)c2c(nc(NCc3cccnc3)n2Cc2cccc(C(F)(F)F)c2)n(C)c1=O
HOMO energy	-7.92	eV

Structure (XYZ):
```
51
C21H19F3N6O2, DFT ωB97M-V/def2-TZVPD
C -1.790 2.618 -5.042
N -1.853 1.985 -3.735
C -2.956 2.330 -2.970
O -3.791 3.103 -3.387
N -3.060 1.756 -1.717
C -2.100 0.893 -1.297
C -1.016 0.572 -2.093
C -0.817 1.110 -3.392
O 0.114 0.875 -4.148
N -0.264 -0.326 -1.344
C -0.932 -0.474 -0.170
N -2.044 0.248 -0.110
N -0.521 -1.313 0.806
H 0.430 -1.646 0.753
C -1.104 -1.237 2.127
C -1.185 -2.593 2.768
C -1.039 -2.755 4.141
C -1.137 -4.024 4.686
C -1.370 -5.091 3.831
N -1.507 -4.951 2.524
C -1.422 -3.738 2.012
H -1.549 -3.670 0.939
H -1.450 -6.103 4.205
H -1.031 -4.181 5.748
H -0.854 -1.896 4.771
H -2.107 -0.820 1.994
H -0.533 -0.554 2.772
C 0.971 -0.929 -1.767
C 2.128 -0.636 -0.846
C 2.100 0.441 0.028
C 3.171 0.669 0.882
C 4.288 -0.151 0.863
C 4.324 -1.210 -0.029
C 3.252 -1.456 -0.867
H 3.283 -2.293 -1.549
H 5.191 -1.852 -0.061
H 5.113 0.039 1.531
C 3.053 1.799 1.864
F 2.125 1.525 2.810
F 4.189 2.061 2.520
F 2.662 2.947 1.290
H 1.251 1.108 0.055
H 0.844 -2.015 -1.864
H 1.182 -0.523 -2.765
C -4.184 2.072 -0.865
H -4.828 2.760 -1.407
H -3.828 2.532 0.057
H -4.725 1.158 -0.618
H -1.760 3.701 -4.928
H -2.672 2.354 -5.624
H -0.888 2.261 -5.534
```

no.,maximum force (Eh/bohr),energy (eV)
1,0.0677,-48983.060
2,0.0352,-87222.292
3,0.0282,-43276.198